# 1
46
Properties=species:S:1:pos:R:3:forces:R:3 method="wB97M-V/def2-TZVPD" charge=+2 e_homo_ev="-16.336 / -16.187" de_lowest_ev=0.000 gap_ev="6.66 / 5.65"
H 3.05533 1.82404 -0.26909 -0.2 0.3 0.1
C -0.39912 2.09163 -0.33141 1.5 0.9 0.4
H -2.78423 2.28792 -1.84483 0.0 -0.3 0.3
H -3.28750 1.58180 -0.28293 0.2 0.1 -0.3
H 1.13499 -2.68326 -1.46883 -0.6 0.3 0.4
Al -0.60029 -1.42340 0.25895 -1.0 1.0 1.8
H 2.43278 0.42314 -2.75265 -0.2 0.0 0.3
C 1.88436 -2.81123 0.51937 0.3 0.6 0.6
H 3.60084 -4.11765 0.70176 0.1 0.0 0.1
C -1.31791 1.17885 3.64036 0.1 -0.2 0.4
C 0.93681 0.45282 -1.21896 0.1 -0.5 -0.4
C 2.12962 -0.14339 -1.85374 0.2 -0.5 0.0
H 2.05160 -4.95166 0.53163 0.1 0.0 0.0
H 2.56871 -1.95862 0.46780 0.0 0.0 0.0
N -2.63625 0.27491 1.89727 -0.1 -0.9 0.6
H -1.18208 2.23611 3.36039 0.0 -0.4 0.0
H -2.02579 -1.85511 0.80677 0.2 -0.5 -0.8
C -0.76131 3.41467 0.22683 -0.3 0.0 0.3
H -2.28668 1.10048 4.16406 0.5 0.2 -0.1
H -2.85505 -0.46629 1.22928 0.3 0.3 0.0
H -0.31396 -1.68065 -2.68218 -0.1 0.2 -0.2
C 0.94481 1.64820 -0.52176 -0.2 1.3 0.7
H 0.04053 -3.46105 -0.32525 -0.2 -0.1 -0.1
H -0.14923 3.64790 1.10992 -0.1 0.0 -0.3
H -0.58358 4.21566 -0.50938 0.0 -0.2 0.1
C -2.69307 1.39783 -1.19344 -0.5 -0.2 -0.1
H -0.52675 0.88687 4.33480 0.0 0.0 -0.3
H -1.95522 -1.08282 -2.45752 0.1 0.0 -0.1
H 2.81219 -4.25385 -0.87883 0.0 0.3 0.2
H -3.36697 0.32388 2.60666 0.1 0.6 -0.3
C -1.26860 1.16143 -0.88998 -0.1 -1.8 -0.8
H -0.81875 -0.16767 -3.46988 0.0 -0.1 0.3
C -0.91062 -0.77394 -2.55304 -0.1 -0.5 -0.3
C 0.74725 -2.61818 -0.44138 0.7 -1.3 -0.6
O -0.39365 -0.26933 1.85846 -0.8 0.5 -0.3
C 2.64090 -4.09598 0.19556 -0.2 -0.6 -0.2
H -1.81995 3.45476 0.50817 0.2 0.0 -0.1
H 2.09999 2.76049 0.90182 0.0 0.0 -0.3
C -0.47003 -0.00242 -1.34564 -0.4 1.3 -0.7
H 1.50677 -2.84384 1.54953 0.2 -0.1 0.0
H 2.99099 -0.13425 -1.16709 -0.2 0.1 -0.2
C 2.14772 2.42576 -0.14463 0.4 -0.1 0.1
H 1.97416 -1.17732 -2.16537 0.0 0.4 -0.1
H -3.14509 0.55236 -1.72993 0.1 0.3 0.2
H 2.24323 3.31502 -0.78585 0.0 -0.1 0.2
C -1.39191 0.31540 2.41420 0.0 -0.2 -0.4

# 2
37
Properties=species:S:1:pos:R:3:forces:R:3 method="wB97M-V/def2-TZVPD" charge=+3 e_homo_ev="-16.629 / -16.630" gap_ev="4.07 / 5.12" spin_multiplicity=7
H 1.35586 3.39526 -0.55133 0.0 0.1 -0.2
H 1.21554 0.61561 -0.34498 0.0 -0.1 -0.2
N -2.88720 0.43572 3.27166 0.0 0.1 0.3
C 3.45414 -1.83195 0.54061 0.3 0.3 0.4
C -2.44241 0.46013 2.01673 -0.1 0.1 0.2
C 3.50393 -0.61337 -0.32544 0.5 -0.1 0.1
O 3.27448 -0.61889 -1.50057 -0.6 0.2 -0.5
C -1.32185 1.37079 0.03582 0.0 0.0 -0.5
C 0.79324 2.71207 0.07489 0.1 -0.2 0.2
H 1.44798 1.08672 1.32928 0.0 -0.2 0.2
S -3.57933 -0.97553 3.49169 -0.1 0.0 0.2
F -1.49880 2.56400 2.03050 0.3 1.2 0.6
C -2.60548 -2.15694 -0.76992 -0.1 0.6 -1.0
H -0.28659 2.07780 -1.62652 -0.2 0.1 -0.3
H 4.31839 -2.45459 0.34140 0.0 -0.3 -0.2
O 3.84414 0.50852 0.35374 -0.5 -0.2 0.4
C -2.72633 -0.71977 1.30223 0.0 -0.1 0.1
H -2.94328 -2.91847 -0.07317 0.0 -0.2 0.1
C 1.58057 1.41745 0.29938 -0.1 0.0 0.2
C -0.54699 2.43427 -0.63699 0.4 -0.1 0.2
H 3.40631 2.43932 0.70208 0.2 0.1 0.2
H -1.14497 3.34046 -0.72840 -0.1 0.2 0.1
C 3.05493 1.64753 0.05135 0.2 0.5 -0.3
N -3.36159 -1.61941 2.03060 -0.1 -0.4 -0.2
H 2.53105 -2.35922 0.33582 0.0 -0.3 -0.2
H 3.19190 1.99000 -0.97213 0.2 -0.1 -0.2
C -2.30811 -0.85831 -0.05229 0.2 -0.2 -0.2
H 3.48868 -1.55170 1.58465 0.0 0.0 0.2
C -1.63596 0.18235 -0.64745 -0.1 -0.1 0.4
C -1.74313 1.50592 1.39378 -0.4 -0.9 -0.5
Tb -2.53793 -4.35796 -4.97959 -1.3 -1.8 -1.8
H -3.36411 -1.97868 -1.52455 -0.2 -0.1 -0.1
H 0.66615 3.20478 1.03055 -0.2 0.3 0.1
Br -1.18763 -2.74233 -3.57139 1.1 1.5 0.8
O -0.36792 -3.04792 -0.85560 -0.6 0.2 -1.3
H -1.31314 0.10228 -1.67242 0.1 0.0 -0.2
C -1.32456 -2.68590 -1.38404 1.0 -0.4 3.0